Entry from the OMol25 dataset: 2 unconnected molecules or ions with the total composition C3H6BrNO4 at a distorted geometry (ωB97M-V/def2-TZVPD).

Geometry as XYZ:
```
15
Properties=species:S:1:pos:R:3:mulliken_charge:R:1
C 0.376 -1.121 -1.332 -1.154
C -0.425 0.222 -1.140 0.596
O 0.190 1.261 -1.748 -0.504
Br -2.385 -0.145 -2.066 -0.255
C -0.920 0.427 0.307 -0.171
O -1.468 -0.373 1.019 -0.448
H -0.138 -2.072 -1.181 0.338
H 0.606 -1.258 -2.440 0.414
H 1.223 -1.110 -0.639 0.306
H 0.755 0.956 -2.484 0.393
H -0.888 1.480 0.611 0.505
O 1.691 0.594 1.525 -0.267
N 0.782 0.917 2.244 0.256
O 0.585 -0.041 3.279 -0.389
H 0.016 0.263 4.043 0.379
```

## Properties
**Lowest unoccupied orbital energy**: -0.47 eV
**HOMO energy**: -9.98 eV
**ΔE to the lowest compared entry with this formula, charge and spin**: 10.6 kcal/mol
**Structure (SMILES)**: C[C@@](O)(Br)C=O.O=NO
**Calculated total energy**: -3047.50086 Ha


Entry from the OMol25 dataset: C13H23NO6 in the gas phase (ωB97M-V/def2-TZVPD).

Geometry as XYZ:
```
43
Properties=species:S:1:pos:R:3:mulliken_charge:R:1
C 3.980 2.522 -1.657 -0.667
O 4.320 1.547 -0.680 -0.352
C 3.303 0.961 -0.047 0.709
O 2.148 1.241 -0.242 -0.567
C 3.798 -0.073 0.939 -0.783
C 2.621 -0.874 1.490 -0.109
C 1.961 -1.612 0.329 0.508
O 2.627 -1.994 -0.617 -0.695
N 0.633 -1.859 0.415 0.209
C -0.220 -1.392 1.487 -1.527
C -0.517 0.120 1.451 -0.169
O -1.908 0.292 1.315 -0.265
C -2.293 1.626 1.094 -0.418
C -3.800 1.671 0.821 -0.765
O -4.181 1.351 -0.493 -0.456
C -4.027 0.002 -0.881 -0.525
C -2.732 -0.263 -1.669 -0.441
O -2.030 -1.311 -1.046 -0.255
C -0.765 -1.558 -1.614 -0.426
C 0.003 -2.523 -0.710 -1.164
H 3.424 2.058 -2.473 0.289
H 4.920 2.930 -2.019 0.235
H 3.365 3.308 -1.212 0.288
H 4.346 0.434 1.735 0.413
H 4.487 -0.731 0.408 0.284
H 2.979 -1.616 2.206 0.306
H 1.925 -0.204 1.984 0.097
H -1.184 -1.891 1.375 0.568
H 0.211 -1.680 2.449 0.340
H 0.014 0.588 0.611 0.245
H -0.183 0.616 2.378 0.534
H -2.070 2.235 1.986 0.469
H -1.743 2.055 0.244 0.292
H -4.293 0.999 1.538 0.349
H -4.159 2.691 0.974 0.370
H -4.021 -0.656 -0.007 0.323
H -4.897 -0.231 -1.502 0.364
H -2.123 0.652 -1.684 0.287
H -2.955 -0.531 -2.714 0.412
H -0.884 -2.001 -2.616 0.503
H -0.194 -0.624 -1.720 0.324
H 0.803 -2.993 -1.284 0.439
H -0.688 -3.285 -0.341 0.428
```

## Properties
**Lowest unoccupied orbital energy**: 0.83 eV
**HOMO energy**: -9.11 eV
**ΔE to the lowest compared entry with this formula, charge and spin**: 0.7 kcal/mol
**Structure (SMILES)**: COC(=O)CCC(=O)N1CCOCCOCCOCC1
**Calculated total energy**: -1015.33114 Ha


Entry from the OMol25 dataset: a molecular structure, C20H18IrO5PSe2 (ωB97M-V/def2-TZVPD).

Geometry as XYZ:
```
47
Properties=species:S:1:pos:R:3:mulliken_charge:R:1
Ir -1.201 -0.602 -1.230 1.822
O -4.822 -1.296 0.217 -0.634
C -3.993 -0.844 -0.534 0.200
O -3.009 -1.548 -1.062 -0.748
C -4.107 0.621 -1.004 -0.190
C -3.608 0.810 -2.430 0.074
C -4.027 2.153 -3.013 -0.956
C -3.110 3.143 -2.254 -0.984
C -2.324 2.205 -1.349 0.070
O -2.172 1.029 -2.208 -0.653
C -3.207 1.647 -0.223 -0.073
C -2.349 1.070 0.893 0.078
O -2.428 1.481 2.025 -0.686
O -1.448 0.161 0.570 -0.929
H -5.154 0.898 -0.905 0.504
H -3.730 -0.056 -3.075 0.576
H -3.838 2.183 -4.085 0.362
H -5.088 2.338 -2.849 0.366
H -2.444 3.669 -2.935 0.330
H -3.659 3.881 -1.672 0.385
H -1.335 2.536 -1.045 0.599
H -3.808 2.433 0.227 0.571
Se -0.053 -2.550 -0.307 -0.412
P 1.571 -1.112 -0.051 0.618
Se 1.079 0.356 -1.579 -0.484
C 1.540 -0.401 1.607 0.625
C 1.305 0.948 1.827 -0.104
C 1.271 1.437 3.125 -0.554
C 1.474 0.581 4.194 -0.462
C 1.709 -0.771 3.974 -0.653
C 1.741 -1.265 2.683 -0.554
C 3.221 -1.818 -0.230 0.798
C 3.407 -3.105 -0.718 -0.346
C 4.693 -3.609 -0.854 -0.599
C 5.786 -2.826 -0.516 -0.415
C 5.600 -1.535 -0.034 -0.619
C 4.320 -1.032 0.115 -0.466
H 1.123 1.605 0.987 0.228
H 1.067 2.485 3.298 0.391
H 1.438 0.963 5.206 0.389
H 1.856 -1.442 4.811 0.404
H 1.906 -2.323 2.512 0.339
H 2.552 -3.707 -0.998 0.278
H 4.839 -4.614 -1.227 0.388
H 6.788 -3.221 -0.625 0.384
H 6.453 -0.925 0.231 0.389
H 4.172 -0.032 0.508 0.355
```

## Properties
**Lowest unoccupied orbital energy**: -0.80 eV
**HOMO energy**: -8.39 eV
**Calculated total energy**: -6397.75202 Ha


Entry from the OMol25 dataset: 5 unconnected molecules or ions with the total composition C26H27BrCl16NO3PS at a distorted geometry (ωB97M-V/def2-TZVPD).

Geometry as XYZ:
```
76
Properties=species:S:1:pos:R:3:mulliken_charge:R:1
C 1.777 1.601 2.675 -0.953
C 2.414 0.365 2.082 0.728
O 3.031 0.405 1.047 -0.534
O 2.278 -0.801 2.793 -0.127
C 0.965 -1.370 2.644 -0.338
C 0.931 -2.627 1.747 -0.584
C 2.252 -2.947 1.031 -0.472
C 2.065 -3.800 -0.236 -1.190
C 1.101 -3.182 -1.256 -0.990
C 1.401 -1.695 -1.561 0.798
C 1.122 -1.400 -3.029 -1.257
C 1.276 0.081 -3.407 -1.264
C 0.653 1.059 -2.432 0.219
C 1.469 2.037 -1.874 -0.777
C 1.002 2.974 -0.969 -0.951
C -0.326 2.912 -0.571 -1.340
C -1.166 1.950 -1.102 -0.601
C -0.692 1.040 -2.046 1.651
S -1.865 -0.110 -2.720 -0.274
C -2.841 -0.412 -1.274 0.624
C -3.368 -1.664 -1.024 -0.835
C -4.152 -1.895 0.094 -0.362
C -4.365 -0.853 0.995 0.471
C -3.793 0.398 0.759 0.415
P -4.000 1.802 1.940 -0.080
O -2.440 2.212 2.230 -0.251
Br -4.578 0.755 3.849 -0.267
C -3.044 0.645 -0.396 -0.757
N -2.520 1.938 -0.642 0.140
H 1.359 2.168 1.846 0.118
H 2.511 2.186 3.223 0.310
H 0.942 1.316 3.315 0.353
H 0.267 -0.631 2.238 -0.071
H 0.611 -1.612 3.645 0.435
H 0.117 -2.551 1.027 0.182
H 0.716 -3.477 2.397 0.438
H 2.833 -2.061 0.785 0.267
H 2.871 -3.522 1.725 0.524
H 3.044 -3.994 -0.677 0.339
H 1.649 -4.764 0.079 0.377
H 0.073 -3.324 -0.918 0.277
H 1.209 -3.718 -2.204 0.523
H 0.747 -1.103 -0.915 -0.177
H 2.432 -1.477 -1.276 0.318
H 1.821 -1.977 -3.643 0.516
H 0.135 -1.798 -3.264 0.443
H 2.345 0.289 -3.372 0.456
H 0.950 0.277 -4.432 0.193
H 2.511 2.069 -2.168 0.394
H 1.645 3.737 -0.552 0.494
H -0.684 3.617 0.159 1.318
H -3.171 -2.477 -1.712 0.395
H -4.582 -2.869 0.255 0.366
H -4.954 -0.916 1.904 0.040
H -1.893 1.424 2.108 0.257
H -3.135 2.503 -1.217 0.221
Cl -2.657 7.554 0.020 -0.108
C -1.025 7.376 -0.630 0.346
Cl -0.712 5.663 -0.963 -0.023
Cl -0.877 8.313 -2.121 -0.110
Cl 0.150 7.960 0.552 -0.116
Cl 3.610 -0.431 -6.271 -0.099
C 3.258 1.251 -6.688 0.369
Cl 3.117 2.201 -5.207 -0.050
Cl 4.562 1.896 -7.686 -0.111
Cl 1.735 1.328 -7.579 -0.107
Cl 7.084 0.633 5.380 -0.110
C 5.604 -0.159 4.826 0.353
Cl 5.588 -0.222 3.065 -0.059
Cl 5.537 -1.800 5.476 -0.112
Cl 4.202 0.755 5.401 -0.115
Cl -5.971 -2.761 2.274 -0.072
C -7.228 -3.812 2.947 0.312
Cl -6.988 -5.463 2.362 -0.115
Cl -7.133 -3.791 4.709 -0.110
Cl -8.811 -3.228 2.432 -0.110
```

## Properties
**Lowest unoccupied orbital energy**: 0.19 eV
**HOMO energy**: -8.42 eV
**ΔE to the lowest compared entry with this formula, charge and spin**: 0.0 kcal/mol
**Structure (SMILES)**: CC(=O)OCCCCCCCCc1cccc2c1Sc1cccc(P(O)Br)c1N2.ClC(Cl)(Cl)Cl.ClC(Cl)(Cl)Cl.ClC(Cl)(Cl)Cl.ClC(Cl)(Cl)Cl
**Calculated total energy**: -11964.02841 Ha


Entry from the OMol25 dataset: a gas-phase ion, C3H10N4 (charge +2) at a distorted geometry (ωB97M-V/def2-TZVPD).

Geometry as XYZ:
```
17
Properties=species:S:1:pos:R:3:mulliken_charge:R:1
C -2.533 -1.171 -0.927 -0.728
C -1.059 -0.412 -0.813 0.055
N 0.261 -0.287 -0.894 -0.183
N 1.122 0.530 0.256 0.998
N 2.266 0.997 -0.223 -0.669
C 0.907 -0.018 1.566 -0.053
N 0.173 1.162 1.037 -0.670
H -3.002 -0.359 -1.468 0.350
H -2.522 -2.198 -1.377 0.351
H -2.810 -1.220 0.063 0.337
H -1.423 0.361 -0.119 0.350
H 0.894 -1.026 -1.351 0.368
H 2.277 1.738 -0.958 0.312
H 3.063 0.411 -0.140 0.288
H 1.699 0.227 2.291 0.323
H 0.347 -0.865 1.628 0.241
H 0.341 2.129 1.427 0.330
```

## Properties
**Lowest unoccupied orbital energy**: -10.07 eV
**Net charge**: +2
**HOMO energy**: -20.32 eV
**ΔE to the lowest compared entry with this formula, charge and spin**: 187.3 kcal/mol
**Structure (SMILES)**: C/C=[NH+]/[N@+]1(N)CN1
**Calculated total energy**: -338.41658 Ha


Entry from the OMol25 dataset: a gas-phase ion, C21H29N4O (charge +1) (ωB97M-V/def2-TZVPD).

Geometry as XYZ:
```
55
Properties=species:S:1:pos:R:3:mulliken_charge:R:1
C -0.285 -2.088 2.247 -1.294
C -0.480 -0.582 2.312 -0.385
N -1.096 -0.002 1.086 1.215
C -1.111 1.490 1.172 -0.360
C 0.208 2.116 0.756 -1.056
C -2.446 -0.553 0.829 -0.353
C -3.020 -0.203 -0.575 -0.973
N -2.069 0.381 -1.473 0.266
C -0.881 -0.164 -1.929 0.480
N -0.450 -1.376 -1.431 -0.024
C 0.834 -1.884 -1.937 -1.337
C 1.780 -2.063 -0.778 0.759
C 2.342 -3.291 -0.458 -0.735
C 3.178 -3.396 0.640 -0.820
C 3.431 -2.305 1.456 -0.622
C 2.857 -1.076 1.151 0.278
O 2.969 0.057 1.907 -0.264
C 3.918 0.076 2.953 -1.019
C 2.056 -0.962 0.017 0.022
N -0.196 0.633 -2.684 -0.555
C -0.952 1.780 -2.804 0.279
C -0.695 2.946 -3.509 -0.946
C -1.639 3.953 -3.440 -0.466
C -2.806 3.812 -2.692 -0.814
C -3.078 2.656 -1.983 -0.916
C -2.137 1.646 -2.050 0.949
H 0.184 -2.384 1.312 0.233
H -1.213 -2.636 2.380 0.427
H 0.380 -2.385 3.053 0.453
H 0.493 -0.103 2.432 0.411
H -1.109 -0.319 3.165 0.424
H -0.498 -0.302 0.285 -1.042
H -1.899 1.873 0.524 0.398
H -1.358 1.758 2.202 0.465
H 0.149 3.190 0.912 0.477
H 0.397 1.953 -0.303 0.175
H 1.048 1.740 1.333 0.264
H -2.380 -1.637 0.924 0.305
H -3.118 -0.184 1.606 0.426
H -3.440 -1.117 -1.011 0.344
H -3.842 0.509 -0.475 0.273
H -1.173 -2.084 -1.401 0.289
H 1.228 -1.139 -2.633 0.356
H 0.694 -2.825 -2.470 0.471
H 2.143 -4.155 -1.072 0.413
H 3.633 -4.344 0.876 0.407
H 4.075 -2.423 2.311 0.478
H 4.918 -0.169 2.587 0.392
H 3.642 -0.615 3.756 0.390
H 3.915 1.095 3.337 0.239
H 1.680 0.009 -0.259 0.497
H 0.206 3.047 -4.090 0.496
H -1.473 4.871 -3.980 0.408
H -3.518 4.622 -2.668 0.413
H -3.993 2.556 -1.418 0.410
```

## Properties
**Lowest unoccupied orbital energy**: -2.23 eV
**Net charge**: +1
**HOMO energy**: -10.98 eV
**ΔE to the lowest compared entry with this formula, charge and spin**: 12.2 kcal/mol
**Structure (SMILES)**: CC[NH+](CC)CCn1c(NCc2cccc(OC)c2)nc2ccccc21
**Calculated total energy**: -1111.68193 Ha


Entry from the OMol25 dataset: a gas-phase ion, C5H10NO (charge +1) at a distorted geometry (ωB97M-V/def2-TZVPD).

Geometry as XYZ:
```
17
Properties=species:S:1:pos:R:3:mulliken_charge:R:1
C 1.198 -1.167 1.053 -0.828
O 2.194 -0.483 0.252 -0.309
C 1.757 0.226 -0.769 -0.120
C 0.527 0.592 -1.109 -0.356
C -0.633 0.472 -0.215 0.725
C -1.906 -0.061 -0.823 -1.055
N -0.715 0.942 1.030 -0.393
H 0.569 -1.972 0.718 0.334
H 1.873 -1.568 1.761 0.309
H 0.610 -0.345 1.641 0.392
H 2.535 0.457 -1.530 0.375
H 0.322 1.009 -2.085 0.376
H -1.744 -1.184 -1.077 0.274
H -2.230 0.429 -1.733 0.344
H -2.640 0.099 0.033 0.334
H -1.738 1.024 1.376 0.237
H 0.023 1.530 1.477 0.361
```

## Properties
**Lowest unoccupied orbital energy**: -4.93 eV
**Net charge**: +1
**HOMO energy**: -14.14 eV
**ΔE to the lowest compared entry with this formula, charge and spin**: 62.1 kcal/mol
**Structure (SMILES)**: CO/C=C\C(C)=[NH2+]
**Calculated total energy**: -326.18277 Ha


Entry from the OMol25 dataset: a molecular structure, C5H12AuN2OS4 (ωB97M-V/def2-TZVPD).

Geometry as XYZ:
```
25
Properties=species:S:1:pos:R:3:mulliken_charge:R:1
Au -0.637 0.184 -0.466 0.734
S -2.473 -3.248 -2.818 -0.130
C -1.815 -2.048 -2.005 0.321
S -2.379 -1.396 -0.534 -0.139
S -0.402 -1.153 -2.351 -0.100
N -0.936 1.618 2.220 -0.483
N -0.930 1.936 0.820 -0.458
H -0.683 2.435 2.765 0.263
H -0.240 0.896 2.363 0.289
H -0.195 2.599 0.580 0.314
H -1.822 2.366 0.596 0.340
O 1.387 0.070 0.870 -0.494
S 2.674 0.336 1.647 0.222
C 3.604 -1.209 1.637 -0.651
C 5.042 -0.823 1.322 -0.607
C 4.955 0.173 0.165 -0.629
C 3.843 1.162 0.523 -0.526
H 3.148 -1.804 0.843 0.340
H 3.462 -1.706 2.595 0.397
H 5.628 -1.705 1.065 0.345
H 5.514 -0.363 2.193 0.302
H 4.706 -0.351 -0.759 0.305
H 5.898 0.692 0.002 0.326
H 3.243 1.485 -0.328 0.318
H 4.216 2.042 1.046 0.400
```

## Properties
**Lowest unoccupied orbital energy**: -6.00 eV
**Net charge**: +1
**HOMO energy**: -12.01 eV
**ΔE to the lowest compared entry with this formula, charge and spin**: 9.0 kcal/mol
**Calculated total energy**: -2110.59368 Ha


no.,frontier orbital gap (eV)
1,9.509
2,9.935
3,7.588
4,8.605
5,10.246
6,8.753
7,9.205
8,6.011